DFT (ωB97M-V/def2-TZVPD) results for a 2-piece molecular cluster, C7H14P overall at a distorted geometry.

Calculated values
Net charge = +1
Relative energy (zero: lowest compared OMol25 entry of this formula, charge and spin) = 389.6 kJ/mol
Calculated total energy = -16763.621 eV
Kohn-Sham gap (alpha / beta) = 7.312 / 7.313 eV

Geometry as XYZ:
```
22
Properties=species:S:1:pos:R:3:nbo_charge:R:1
C -3.41 0.83 0.87 -0.500
C -3.19 0.02 -0.02 0.153
C 1.87 0.95 0.57 -0.440
C 1.63 1.39 -0.83 -0.411
C 0.70 0.19 1.21 -0.630
C 0.85 0.26 -1.51 -0.704
C 0.13 -2.43 -0.28 -0.946
P -0.26 -0.63 -0.30 0.922
H -4.33 1.16 1.33 0.311
H -2.42 1.16 1.34 0.311
H -3.37 -0.55 -0.88 0.242
H 2.88 0.36 0.62 0.221
H 2.14 1.72 1.28 0.244
H 0.90 2.31 -0.69 0.212
H 2.58 1.53 -1.36 0.256
H 0.93 -0.69 1.97 0.258
H 0.00 0.80 1.71 0.213
H 0.17 0.53 -2.35 0.257
H 1.57 -0.56 -1.86 0.246
H -0.88 -2.91 -0.27 0.256
H 0.71 -2.73 0.60 0.264
H 0.79 -2.71 -1.14 0.265
```